# C7H7F2NO

One molecule with the formula C7H7F2NO at a distorted geometry (the ωB97M-V functional and the def2-TZVPD basis, the OMol25 dataset).

Computed properties:
HOMO energy = -8.780 eV
total charge = 0
calculated total energy = -600.687404 Eh
E_LUMO = 0.492 eV
relative energy (zero: lowest compared OMol25 entry of this formula, charge and spin) = 0.000 eV

Each line ends with the natural charge from an NBO analysis.
CARTESIAN COORDINATES (ANGSTROEM)
C 0.92 2.23 1.07  -0.69
C 0.57 0.82 1.51  0.72
F 1.65 0.15 1.99  -0.34
F -0.34 0.82 2.52  -0.35
C -0.06 -0.06 0.25  -0.20
C -1.20 -0.77 0.42  -0.12
C -1.67 -1.64 -0.59  -0.33
C -0.92 -1.79 -1.71  0.06
N 0.22 -1.09 -1.87  -0.55
C 0.75 -0.18 -0.94  0.60
O 1.79 0.39 -1.20  -0.63
H 1.39 2.76 1.90  0.23
H 1.62 2.17 0.24  0.26
H 0.02 2.75 0.76  0.22
H -1.76 -0.67 1.34  0.24
H -2.58 -2.20 -0.46  0.23
H -1.19 -2.47 -2.51  0.21
H 0.79 -1.22 -2.70  0.42


# C30H27F3N6O3OsPSSe

C30H27F3N6O3OsPSSe as an isolated structure at a distorted geometry (the ωB97M-V functional and the def2-TZVPD basis, the OMol25 dataset).

Computed properties:
HOMO energy (spin up / spin down) = -9.037 / -9.035 eV
total charge = +1
calculated total energy = -5244.417719 Eh
E_LUMO (spin up / spin down) = -7.166 / -7.289 eV

Each line ends with the Löwdin charge.
CARTESIAN COORDINATES (ANGSTROEM)
Os 0.33 -0.41 -0.17  0.84
Se 2.05 -1.90 0.19  0.83
C 1.97 -3.80 0.00  -0.59
C 3.18 -4.48 -0.10  -0.11
C 3.19 -5.86 -0.12  -0.05
C 1.99 -6.56 -0.04  -0.04
C 0.79 -5.87 0.03  -0.06
C 0.77 -4.49 0.05  -0.12
H 4.11 -3.93 -0.16  0.11
H 4.12 -6.39 -0.20  0.12
H 1.99 -7.64 -0.05  0.12
H -0.14 -6.42 0.08  0.12
H -0.17 -3.95 0.09  0.09
O 5.18 2.93 5.89  -0.36
S 5.51 4.32 5.88  0.40
O 6.81 4.71 6.33  -0.33
O 4.41 5.25 6.04  -0.35
C 5.57 4.71 4.02  -0.37
N 6.21 5.75 3.56  0.15
C 6.03 6.01 2.27  -0.08
C 5.19 5.22 1.49  0.01
C 4.54 4.16 2.11  -0.22
N 4.76 3.92 3.41  0.14
C 3.56 3.25 1.51  -0.10
C 2.80 3.54 0.38  0.04
C 1.84 2.63 -0.03  -0.10
N 1.60 1.49 0.61  -0.05
C 2.32 1.22 1.71  -0.17
C 3.30 2.05 2.19  0.05
H 6.57 6.86 1.88  0.11
H 5.05 5.43 0.44  0.10
H 2.92 4.47 -0.15  0.12
H 1.21 2.83 -0.89  0.11
H 2.08 0.30 2.23  0.07
H 3.86 1.82 3.08  0.13
F 0.38 2.92 -8.61  0.16
C -0.71 3.32 -7.94  -0.59
F -1.77 2.94 -8.67  0.16
F -0.70 4.65 -7.93  0.15
C -0.76 2.73 -6.55  -0.08
C -0.76 1.34 -6.43  0.02
C -0.79 0.76 -5.18  0.01
C -0.82 1.56 -4.03  -0.24
C -0.83 2.96 -4.17  0.00
C -0.80 3.54 -5.42  0.02
C -0.76 0.97 -2.75  -0.07
C -0.65 0.49 -1.63  -0.22
H -0.74 0.73 -7.32  0.14
H -0.78 -0.32 -5.08  0.13
H -0.86 3.58 -3.29  0.12
H -0.80 4.61 -5.54  0.13
C -3.22 0.82 3.52  -0.16
N -1.96 0.28 4.01  -0.14
C -2.15 -1.09 4.45  -0.16
N -2.69 -1.92 3.39  -0.14
C -3.95 -1.36 2.92  -0.16
N -3.78 0.00 2.46  -0.14
C -3.04 0.10 1.23  -0.28
P -1.29 -0.55 1.46  0.87
C -0.91 0.40 3.04  -0.29
C -1.76 -2.16 2.32  -0.29
H -3.07 1.84 3.16  0.14
H -3.93 0.84 4.36  0.15
H -2.86 -1.10 5.28  0.14
H -1.20 -1.51 4.80  0.14
H -4.65 -1.36 3.76  0.15
H -4.35 -1.98 2.11  0.14
H -2.98 1.14 0.91  0.11
H -3.53 -0.49 0.45  0.11
H -0.76 1.45 2.79  0.11
H 0.02 0.01 3.48  0.10
H -0.85 -2.62 2.72  0.10
H -2.21 -2.84 1.60  0.10


# C17H29N5O7

One molecule with the formula C17H29N5O7 (the ωB97M-V functional and the def2-TZVPD basis, the OMol25 dataset).

Computed properties:
HOMO energy = -8.516 eV
total charge = 0
calculated total energy = -1465.660360 Eh
E_LUMO = 0.499 eV
relative energy (zero: lowest compared OMol25 entry of this formula, charge and spin) = 0.482 eV

Each line ends with the natural charge from an NBO analysis.
CARTESIAN COORDINATES (ANGSTROEM)
C -3.81 6.54 -0.50  -0.25
O -2.83 5.53 -0.51  -0.55
C -2.89 4.72 -1.66  -0.08
C -1.88 3.62 -1.50  -0.08
O -2.23 2.90 -0.33  -0.57
C -1.49 1.71 -0.10  -0.17
C -2.34 0.47 -0.30  0.65
O -1.91 -0.64 -0.02  -0.62
N -3.58 0.68 -0.78  -0.63
C -4.59 -0.35 -0.78  -0.26
C -5.98 0.26 -0.95  0.26
O -6.08 1.00 -2.15  -0.54
C -5.84 0.27 -3.34  -0.25
C -7.06 -0.82 -0.77  -0.44
C -7.28 -0.89 0.75  -0.22
N -6.72 0.35 1.26  -0.44
C -6.33 0.46 2.56  0.70
O -6.59 -0.41 3.38  -0.63
C -5.54 1.71 2.91  -0.50
C -5.30 1.87 4.40  -0.40
C -4.48 3.12 4.69  -0.21
N -3.13 3.04 4.14  -0.42
C -2.66 3.42 2.92  0.61
O -3.46 4.03 2.05  -0.69
N -1.41 3.13 2.77  -0.39
N -1.00 2.49 3.95  -0.37
C -2.04 2.47 4.72  0.60
O -2.13 1.96 5.96  -0.67
C -6.31 1.23 0.18  -0.23
H -3.70 7.09 0.43  0.20
H -3.68 7.22 -1.35  0.17
H -4.82 6.11 -0.55  0.17
H -3.89 4.30 -1.78  0.17
H -2.67 5.31 -2.56  0.18
H -1.90 2.97 -2.38  0.18
H -0.87 4.04 -1.39  0.19
H -0.62 1.65 -0.76  0.20
H -1.14 1.73 0.93  0.26
H -3.86 1.64 -0.96  0.41
H -4.40 -1.09 -1.56  0.21
H -4.54 -0.90 0.17  0.23
H -6.12 0.92 -4.17  0.20
H -4.78 0.01 -3.45  0.17
H -6.44 -0.64 -3.38  0.17
H -7.96 -0.48 -1.28  0.22
H -6.77 -1.79 -1.18  0.22
H -8.34 -0.98 1.01  0.21
H -6.77 -1.74 1.21  0.22
H -4.58 1.64 2.39  0.23
H -6.04 2.59 2.50  0.22
H -6.25 1.93 4.93  0.22
H -4.79 0.99 4.79  0.23
H -4.95 4.01 4.27  0.21
H -4.38 3.27 5.76  0.23
H -2.98 4.12 1.20  0.54
H -1.26 1.61 6.18  0.51
H -5.47 1.86 0.46  0.22
H -7.13 1.87 -0.15  0.20


# C11H12N2OS

One molecule with the formula C11H12N2OS at a distorted geometry (the ωB97M-V functional and the def2-TZVPD basis, the OMol25 dataset).

Computed properties:
HOMO energy = -8.407 eV
total charge = 0
calculated total energy = -1009.312729 Eh
E_LUMO = 0.640 eV
relative energy (zero: lowest compared OMol25 entry of this formula, charge and spin) = 0.017 eV

Each line ends with the natural charge from an NBO analysis.
CARTESIAN COORDINATES (ANGSTROEM)
C 0.62 -1.65 2.81  -0.41
N 0.67 -1.33 1.36  -0.44
C 0.36 -2.29 0.43  0.69
O 0.36 -3.50 0.66  -0.59
C -0.16 -1.67 -0.85  -0.49
C 0.22 -0.21 -0.70  -0.13
C 1.58 -0.01 -1.46  -0.59
C 0.42 -0.10 0.79  0.24
C 0.25 1.09 1.44  -0.28
C -0.23 2.32 0.74  -0.46
C -1.00 1.94 -0.54  -0.17
S -2.15 2.93 -1.44  0.39
C -2.34 1.62 -2.59  -0.13
N -1.57 0.58 -2.33  -0.43
C -0.81 0.76 -1.20  0.12
H -0.40 -1.77 3.16  0.21
H 1.09 -0.90 3.44  0.21
H 1.19 -2.55 3.00  0.24
H -1.23 -1.82 -0.94  0.25
H 0.26 -2.14 -1.75  0.24
H 2.30 -0.82 -1.30  0.21
H 2.04 0.91 -1.16  0.21
H 1.37 0.01 -2.50  0.22
H 0.41 1.13 2.50  0.21
H 0.64 2.93 0.49  0.23
H -0.89 2.89 1.41  0.23
H -3.00 1.65 -3.46  0.23


# C27H32Cl2Ge2N2O8Pd

C27H32Cl2Ge2N2O8Pd as an isolated structure at a distorted geometry (the ωB97M-V functional and the def2-TZVPD basis, the OMol25 dataset).

Computed properties:
HOMO energy (spin up / spin down) = -13.491 / -13.499 eV
total charge = +2
calculated total energy = -6960.519217 Eh
E_LUMO (spin up / spin down) = -8.294 / -8.294 eV

Each line ends with the Löwdin charge.
CARTESIAN COORDINATES (ANGSTROEM)
Pd -0.77 0.92 -0.39  0.42
O -4.85 -0.18 4.10  0.17
C -4.34 0.99 4.31  -0.50
O -4.75 1.76 5.15  0.10
C -3.16 1.42 3.49  -0.01
C -2.42 2.58 3.76  -0.52
Cl -2.73 3.69 4.99  0.91
N -1.43 2.67 2.81  -0.03
N -1.55 1.67 1.92  0.12
C -2.56 0.89 2.33  -0.08
C -2.75 -0.41 1.67  -0.46
O -3.46 -1.29 2.09  0.13
O -2.01 -0.55 0.59  -0.31
C -0.30 3.47 2.75  -0.09
C 0.26 4.01 3.89  0.00
C 1.53 4.56 3.98  0.06
C 2.63 4.44 3.10  -0.03
C 2.76 3.67 1.98  0.06
C 0.33 3.64 1.41  -0.07
H -4.43 -0.73 3.38  0.09
H -0.32 3.98 4.81  0.07
H 1.75 5.07 4.90  0.14
H 3.52 4.97 3.41  0.12
H 3.75 3.60 1.53  0.14
H -0.37 3.31 0.63  0.09
C 1.60 1.46 1.76  -0.06
C 1.68 2.92 1.27  -0.33
Ge 1.33 0.97 -1.99  1.13
C 2.16 2.33 -3.34  -0.36
C 1.74 2.21 -4.79  -0.16
C 1.48 -0.99 -3.29  -0.04
C 1.66 -2.07 -2.73  -0.05
Ge -0.97 -1.81 -0.44  1.22
C -2.45 -1.72 -1.97  -0.28
C -2.27 -2.73 -3.07  -0.17
C -1.26 -3.33 0.98  -0.28
C -0.35 -4.52 0.84  -0.17
C 1.91 -3.28 -2.08  -0.26
C 2.94 -3.39 -1.13  -0.01
C 3.26 -4.63 -0.60  -0.05
C 2.57 -5.76 -1.02  -0.03
C 1.54 -5.66 -1.94  -0.05
C 1.19 -4.43 -2.45  -0.02
H 1.40 1.42 2.82  0.09
H 2.52 0.93 1.55  0.09
H 0.77 0.95 1.22  0.02
H 1.93 2.89 0.19  0.12
H 0.51 4.71 1.26  0.16
H 3.24 2.22 -3.25  0.06
H 1.88 3.31 -2.94  0.06
H 2.15 1.31 -5.25  0.07
H 2.15 3.06 -5.35  0.09
H 0.66 2.24 -4.92  0.06
H 1.40 -0.47 -4.22  0.07
H -2.39 -0.70 -2.35  0.03
H -3.38 -1.87 -1.42  0.08
H -1.35 -2.54 -3.63  0.06
H -3.10 -2.63 -3.78  0.09
H -2.28 -3.75 -2.69  0.07
H -2.32 -3.59 0.87  0.09
H -1.12 -2.82 1.93  0.07
H -0.54 -5.06 -0.08  0.06
H -0.53 -5.19 1.68  0.09
H 0.70 -4.21 0.87  0.06
H 3.49 -2.51 -0.84  0.12
H 4.05 -4.72 0.12  0.12
H 2.85 -6.73 -0.65  0.12
H 1.01 -6.54 -2.26  0.12
H 0.39 -4.35 -3.18  0.12
O -1.46 3.10 -3.51  -0.19
Cl -1.29 2.21 -2.48  0.63
O -0.31 2.73 -1.54  -0.50
O -0.69 0.98 -3.00  -0.46
O -2.46 1.89 -1.79  -0.27


# C20H31NO3S

One molecule with the formula C20H31NO3S (the ωB97M-V functional and the def2-TZVPD basis, the OMol25 dataset).

Computed properties:
HOMO energy = -7.921 eV
total charge = 0
calculated total energy = -1459.363213 Eh
E_LUMO = 0.744 eV
relative energy (zero: lowest compared OMol25 entry of this formula, charge and spin) = 0.076 eV

Each line ends with the natural charge from an NBO analysis.
CARTESIAN COORDINATES (ANGSTROEM)
C -3.28 -4.16 -1.25  -0.62
C -2.71 -3.71 0.08  -0.07
O -1.61 -2.83 -0.18  -0.53
C -1.08 -2.22 0.88  0.82
O -1.45 -2.41 2.01  -0.61
C 0.10 -1.32 0.49  -0.14
C 1.30 -2.29 0.45  -0.39
C 2.58 -1.76 -0.20  -0.07
O 3.08 -0.66 0.53  -0.53
C 4.21 -0.04 0.10  0.39
C 4.62 1.06 0.85  -0.28
C 5.75 1.76 0.51  -0.19
C 6.50 1.38 -0.60  -0.25
C 6.10 0.29 -1.34  -0.19
C 4.96 -0.43 -1.01  -0.33
C 0.27 -0.24 1.56  -0.40
C -0.93 0.72 1.55  -0.23
N -1.07 1.32 0.25  -0.47
C -1.88 2.52 0.17  -0.04
C -1.17 3.69 0.86  -0.61
C -3.31 2.40 0.73  -0.55
S -4.46 1.43 -0.29  0.17
C -4.83 2.65 -1.59  -0.74
C -1.35 0.31 -0.75  -0.21
C -0.15 -0.63 -0.85  -0.40
H -4.12 -4.83 -1.08  0.22
H -2.53 -4.67 -1.83  0.21
H -3.63 -3.30 -1.81  0.21
H -3.45 -3.18 0.68  0.19
H -2.34 -4.57 0.67  0.18
H 1.01 -3.18 -0.10  0.22
H 1.53 -2.58 1.48  0.22
H 3.32 -2.58 -0.20  0.18
H 2.39 -1.48 -1.24  0.18
H 4.02 1.34 1.71  0.22
H 6.06 2.61 1.10  0.21
H 7.39 1.92 -0.87  0.21
H 6.67 -0.02 -2.20  0.21
H 4.67 -1.28 -1.61  0.22
H 0.34 -0.70 2.54  0.22
H 1.18 0.32 1.36  0.23
H -0.76 1.50 2.30  0.20
H -1.83 0.15 1.84  0.17
H -1.95 2.76 -0.90  0.19
H -1.61 4.63 0.55  0.21
H -0.12 3.68 0.59  0.22
H -1.25 3.61 1.94  0.20
H -3.75 3.39 0.85  0.22
H -3.30 1.91 1.70  0.23
H -3.92 2.89 -2.13  0.21
H -5.55 2.18 -2.25  0.23
H -5.26 3.54 -1.13  0.21
H -1.52 0.79 -1.71  0.20
H -2.26 -0.27 -0.50  0.18
H -0.33 -1.37 -1.64  0.22
H 0.72 -0.03 -1.11  0.21


# C12H16N2O4S

One molecule with the formula C12H16N2O4S at a distorted geometry (the ωB97M-V functional and the def2-TZVPD basis, the OMol25 dataset).

Computed properties:
HOMO energy = -8.489 eV
total charge = 0
calculated total energy = -1275.460803 Eh
E_LUMO = 0.524 eV
relative energy (zero: lowest compared OMol25 entry of this formula, charge and spin) = 2.505 eV

Each line ends with the natural charge from an NBO analysis.
CARTESIAN COORDINATES (ANGSTROEM)
N -2.53 -0.68 1.37  -0.86
C -1.98 -2.08 1.13  -0.15
C -2.51 -3.02 0.02  -0.58
S -2.47 -2.19 -1.57  -0.07
C -0.42 -1.87 0.81  0.69
O 0.24 -2.60 -0.03  -0.70
N 0.21 -0.91 1.55  -0.63
C 1.59 -0.71 1.17  -0.18
C 1.94 -0.36 -0.26  -0.42
C 1.19 0.89 -0.78  -0.10
C 0.14 0.85 -1.73  -0.16
C -0.55 1.93 -2.24  -0.29
C -0.02 3.23 -1.92  0.31
O -0.83 4.17 -2.39  -0.64
C 1.01 3.42 -0.94  -0.33
C 1.63 2.16 -0.53  -0.15
C 1.96 0.42 2.07  0.79
O 1.14 1.15 2.62  -0.57
O 3.27 0.39 2.30  -0.64
H -2.69 -0.19 0.51  0.38
H -3.42 -0.71 1.96  0.38
H -1.87 -2.72 2.12  0.22
H -1.96 -4.06 0.04  0.26
H -3.56 -3.40 0.32  0.23
H -1.30 -3.00 -1.92  0.19
H -0.30 -0.28 2.21  0.48
H 2.17 -1.65 1.23  0.23
H 1.80 -1.23 -0.91  0.27
H 2.95 -0.29 -0.28  0.20
H -0.24 -0.16 -2.06  0.22
H -1.40 2.05 -2.97  0.24
H -0.41 4.92 -2.11  0.47
H 1.22 4.44 -0.55  0.22
H 2.42 2.27 0.18  0.20
H 3.58 -0.17 1.60  0.48


# C23H43HfO3

C23H43HfO3 as an isolated structure (the ωB97M-V functional and the def2-TZVPD basis, the OMol25 dataset).

Computed properties:
HOMO energy = -18.689 eV
total charge = +3
calculated total energy = -1174.902687 Eh
E_LUMO = -10.969 eV
relative energy (zero: lowest compared OMol25 entry of this formula, charge and spin) = 0.000 eV

Each line ends with the natural charge from an NBO analysis.
CARTESIAN COORDINATES (ANGSTROEM)
Hf 0.56 0.12 0.83  2.52
C -0.30 3.30 1.06  -0.25
O 0.64 2.32 0.51  -0.67
C 1.92 2.92 0.15  -0.10
C 2.77 1.83 -0.44  -0.09
O 2.64 0.65 0.43  -0.65
C 3.56 0.55 1.57  -0.10
C 2.77 0.77 2.82  -0.10
O 1.60 -0.12 2.78  -0.68
C 1.61 -1.18 3.80  -0.24
H -0.36 4.14 0.38  0.24
H -1.27 2.82 1.11  0.23
H 0.03 3.62 2.04  0.22
H 1.75 3.72 -0.58  0.26
H 2.36 3.35 1.05  0.22
H 2.40 1.50 -1.41  0.25
H 3.81 2.11 -0.53  0.26
H 4.00 -0.45 1.53  0.25
H 4.35 1.29 1.46  0.26
H 3.35 0.55 3.72  0.27
H 2.39 1.79 2.91  0.22
H 1.97 -0.75 4.73  0.24
H 0.59 -1.52 3.94  0.23
H 2.25 -2.00 3.47  0.23
C 0.02 -1.63 -0.44  -0.60
C -1.23 -1.00 0.01  -0.17
C -1.45 0.13 -0.83  -0.02
C -0.29 0.25 -1.66  -0.31
C 0.54 -0.88 -1.54  0.00
C 1.61 -1.38 -2.48  -0.10
C 0.90 -2.51 -3.27  -0.59
C 2.05 -0.32 -3.50  -0.61
C 2.81 -1.96 -1.74  -0.60
C -2.67 1.02 -1.07  -0.09
C -3.54 0.15 -2.02  -0.59
C -3.54 1.41 0.13  -0.60
C -2.28 2.30 -1.83  -0.60
C -1.90 -1.52 1.29  -0.10
C -1.91 -0.40 2.36  -0.56
C -3.29 -2.10 1.03  -0.60
C -1.05 -2.68 1.87  -0.59
H 0.29 -2.64 -0.20  0.30
H -0.15 1.02 -2.40  0.27
H 0.02 -2.15 -3.79  0.23
H 0.60 -3.33 -2.61  0.22
H 1.60 -2.91 -4.01  0.25
H 1.21 0.02 -4.11  0.23
H 2.78 -0.77 -4.18  0.26
H 2.54 0.55 -3.06  0.19
H 2.52 -2.78 -1.08  0.21
H 3.35 -1.21 -1.16  0.19
H 3.51 -2.38 -2.46  0.26
H -3.87 -0.76 -1.54  0.22
H -2.99 -0.11 -2.93  0.22
H -4.42 0.73 -2.31  0.25
H -4.04 0.56 0.59  0.22
H -4.32 2.08 -0.22  0.26
H -3.00 1.96 0.90  0.18
H -1.92 2.08 -2.84  0.23
H -1.53 2.89 -1.31  0.19
H -3.17 2.92 -1.95  0.26
H -2.69 0.34 2.18  0.28
H -0.97 0.21 2.49  0.09
H -2.06 -0.81 3.36  0.28
H -4.02 -1.36 0.72  0.23
H -3.66 -2.59 1.93  0.25
H -3.22 -2.85 0.24  0.24
H 0.00 -2.41 2.04  0.17
H -1.07 -3.54 1.21  0.26
H -1.47 -2.98 2.83  0.26